45
Properties=species:S:1:pos:R:3:forces:R:3:nbo_charge:R:1 method="wB97M-V/def2-TZVPD" homo_lumo_gap_ha="0.2734 / 0.2710" charge=+2 multiplicity=5 e_homo_ev="-16.62 / -16.61"
Fe -0.7144 -0.4300 0.3799 -0.238 0.965 -0.309 1.725
O -1.3653 0.4343 -1.3561 0.067 -0.141 -0.058 -0.798
C -0.6874 1.5091 -2.0840 -0.029 0.112 0.054 -0.067
C -1.0438 2.8602 -1.5002 0.075 -0.017 0.021 -0.429
C -0.9580 2.9075 0.0357 -0.035 -0.172 -0.031 -0.472
C 0.3556 2.4576 0.6154 -0.167 0.154 -0.067 0.273
C 1.2844 3.3761 1.0901 -0.040 0.041 -0.031 -0.215
C 2.4532 2.9515 1.6924 -0.009 -0.005 0.004 -0.079
C 2.6884 1.5871 1.8186 -0.054 -0.030 -0.029 -0.225
C 1.7471 0.7247 1.3111 0.206 0.064 0.073 0.034
N 0.6137 1.1381 0.7053 0.242 -0.426 0.202 -0.613
H -2.3309 0.5128 -1.4157 -0.004 -0.015 0.005 0.542
H -0.9480 1.4144 -3.1368 -0.031 0.047 0.024 0.232
H 0.3742 1.2959 -1.9703 0.007 -0.007 -0.021 0.186
H -2.0541 3.1465 -1.7975 -0.007 -0.009 0.005 0.245
H -0.3692 3.5892 -1.9543 -0.008 0.036 0.020 0.250
H -1.7564 2.2996 0.4720 0.160 0.158 -0.078 0.246
H -1.1497 3.9268 0.3658 0.014 0.015 -0.022 0.265
H 1.0628 4.4307 1.0009 -0.002 0.001 -0.001 0.257
H 3.1658 3.6705 2.0743 0.000 0.002 -0.008 0.261
H 3.5758 1.2041 2.3008 -0.002 -0.013 0.000 0.262
H 1.8986 -0.3478 1.3905 -0.005 0.017 0.018 0.200
N -0.3468 -3.0772 2.2189 0.145 -0.042 -0.042 -0.482
C -0.3393 -2.2208 1.4624 -0.175 0.072 0.151 0.191
H -0.3812 -3.8197 2.9023 -0.024 -0.009 0.002 0.503
F -2.7205 -0.7216 0.4052 -0.020 -0.343 -0.042 -0.633
P -3.3087 -0.0787 1.9806 0.169 -0.069 0.417 2.633
F -1.5502 0.3270 2.0764 -0.312 -0.137 0.204 -0.631
F -2.8813 -1.4846 2.5647 0.112 -0.031 -0.076 -0.555
F -3.5239 0.5520 3.3745 -0.061 0.037 -0.078 -0.524
F -3.4474 1.2918 1.2068 -0.083 0.000 -0.070 -0.553
F -4.7410 -0.5465 1.6444 -0.014 0.087 -0.056 -0.523
C 2.5065 -2.6453 -2.1077 0.017 0.004 -0.020 -0.569
C 1.3702 -2.6825 -1.0077 -0.095 0.055 0.006 -0.309
C 0.3310 -3.7364 -1.3567 -0.003 0.004 -0.003 -0.622
C 0.9316 -1.2963 -1.1292 0.206 -0.397 -0.127 -0.151
H 2.8964 -3.6639 -2.1353 0.012 -0.002 -0.014 0.276
H 3.3150 -1.9644 -1.8527 0.007 -0.005 -0.001 0.235
H 2.1090 -2.4046 -3.0926 0.002 -0.007 -0.008 0.235
H 1.8718 -2.8804 -0.0590 0.020 0.023 -0.014 0.241
H -0.0399 -3.5932 -2.3728 -0.001 0.006 -0.006 0.235
H -0.5257 -3.7153 -0.6818 -0.001 0.003 0.006 0.213
H 0.7702 -4.7306 -1.2995 0.008 -0.001 -0.015 0.256
H 0.2562 -1.0664 -1.9489 -0.054 -0.012 0.008 0.230
H 1.6054 -0.5013 -0.8304 0.007 -0.016 0.007 0.225

---

43
Properties=species:S:1:pos:R:3:forces:R:3:nbo_charge:R:1 method="wB97M-V/def2-TZVPD" homo_lumo_gap_ha=0.3286 multiplicity=1 e_homo_ev=-9.25
C 1.0331 1.1799 -2.4892 0.001 -0.070 0.509 -0.606
C 0.5584 0.4922 -1.2050 -0.229 0.412 0.049 -0.399
C 0.5130 1.3860 0.0622 0.383 0.022 -0.092 -0.200
C 1.8894 2.0234 0.3349 -0.630 0.085 -0.047 -0.619
C 0.0474 0.5560 1.2876 0.233 -0.585 -0.431 -0.114
N -1.1710 -0.2337 1.0221 1.720 0.334 1.080 -0.626
C -2.4288 0.0740 0.7127 -0.977 0.770 -0.696 0.699
C -2.9191 1.5022 0.6162 -0.035 -0.274 0.394 -0.721
O -3.1830 -0.8453 0.4254 -0.500 -0.706 -0.214 -0.671
C 0.0973 1.2968 2.6385 -1.188 0.716 -0.295 0.670
O -0.7838 2.0650 2.9924 -0.049 -0.050 -0.084 -0.634
N 1.1790 1.0777 3.3995 1.083 -0.516 0.174 -0.605
C 1.4100 1.6996 4.7027 -0.426 0.048 -0.288 -0.414
H 0.4584 2.0918 -2.6557 0.085 0.056 -0.132 0.207
H 2.0943 1.4191 -2.4270 -0.007 0.135 -0.146 0.200
H 0.8805 0.5070 -3.3336 0.013 0.082 -0.051 0.217
H 1.2075 -0.3638 -1.0177 0.014 -0.221 0.172 0.187
H -0.4440 0.1203 -1.4125 -0.075 -0.181 0.186 0.211
H -0.1939 2.1971 -0.1059 -0.147 0.093 -0.031 0.209
H 2.6416 1.2531 0.5048 0.137 -0.023 0.031 0.195
H 1.8393 2.6866 1.1991 0.104 -0.079 0.062 0.219
H 2.1936 2.6388 -0.5112 0.063 -0.094 -0.014 0.220
H 0.8138 -0.2126 1.3871 0.065 -0.296 -0.129 0.198
H -1.0291 -1.2365 1.0633 0.106 -0.019 -0.005 0.436
H -2.7532 2.0179 1.5570 0.250 0.205 -0.017 0.260
H -2.4124 2.0142 -0.1959 0.123 0.166 -0.028 0.222
H -3.9885 1.4867 0.4122 0.127 -0.153 -0.085 0.241
H 1.8710 0.4308 3.0585 -0.064 0.040 0.085 0.393
H 2.4363 1.5275 5.0293 -0.115 -0.074 -0.185 0.206
H 1.2315 2.7751 4.6378 -0.014 -0.118 0.010 0.218
H 0.7218 1.2776 5.4374 0.057 0.105 0.043 0.208
O -0.1365 -2.9158 0.4023 0.094 -0.264 0.957 -0.656
C -0.2657 -2.9826 -0.8033 0.208 0.700 1.809 0.790
N 0.8205 -3.3614 -1.5496 0.121 -0.314 -1.900 -0.605
C 0.8044 -3.3186 -2.9465 -1.714 0.620 -0.741 0.014
C -0.3367 -2.8886 -3.5824 1.951 -0.714 -0.340 -0.251
I -0.3860 -2.7805 -5.8292 -0.090 -0.063 2.531 0.166
C -1.4918 -2.5045 -2.7607 -2.135 0.811 -1.963 0.575
O -2.5300 -2.0946 -3.2446 0.181 -0.003 -0.306 -0.571
N -1.4234 -2.5913 -1.3996 1.907 -0.852 -0.641 -0.622
H 1.6380 -3.6692 -1.0328 -0.404 0.184 -0.122 0.437
H 1.6722 -3.6082 -3.5374 -0.017 -0.012 0.589 0.239
H -2.1753 -2.1892 -0.8430 -0.215 0.098 0.302 0.482

---

43
Properties=species:S:1:pos:R:3:forces:R:3:nbo_charge:R:1 method="wB97M-V/def2-TZVPD" homo_lumo_gap_ha=0.3581 charge=+1 multiplicity=1 e_homo_ev=-12.39
Zn 9.1009 10.5601 10.7688 -0.206 0.376 -0.698 1.697
N 10.4859 12.1325 10.9245 -0.897 -0.267 0.560 -0.789
N 10.2739 12.8036 9.6782 0.356 -0.693 1.012 -0.528
C 9.8102 12.0228 8.5561 -0.434 -0.500 0.221 0.862
O 9.7666 12.5734 7.4833 0.186 -0.164 0.113 -0.622
O 9.3746 10.8178 8.8561 0.234 0.920 0.129 -0.943
H 10.1132 12.7174 11.6852 0.765 -0.197 -0.419 0.397
H 11.4324 11.7644 11.1321 -0.646 0.627 -0.360 0.398
H 11.0143 13.4628 9.5355 0.030 0.347 -0.775 0.393
C 5.4059 8.9088 5.1878 0.318 0.683 0.042 -0.646
C 5.4939 9.5231 6.6095 0.210 -0.730 -0.962 0.034
C 4.8994 8.8391 7.6873 -0.309 0.215 -0.143 -0.215
C 5.0185 9.3449 8.9744 1.040 1.924 -0.967 -0.175
C 5.7218 10.5975 9.1540 -0.341 -2.002 0.232 -0.341
C 6.3110 11.2474 8.0892 0.542 0.257 0.256 -0.187
C 6.1967 10.7117 6.8340 -0.680 -0.767 -0.516 -0.144
S 5.9031 10.9981 10.8525 -1.287 -1.038 0.473 1.310
C 5.9661 12.7142 10.8223 0.093 2.116 -0.312 -0.870
O 7.2266 10.5150 11.4384 0.893 0.069 -0.368 -1.102
H 4.4443 8.4272 5.0358 -0.374 0.368 -0.044 0.230
H 6.0905 8.0620 5.0021 0.209 0.573 0.442 0.237
H 5.5966 9.6825 4.3929 -0.299 -0.806 0.828 0.234
H 4.2640 7.9683 7.4583 0.553 0.326 0.345 0.232
H 4.6002 8.8793 9.8343 -0.411 -0.401 0.451 0.229
H 6.9595 12.1155 8.1636 -0.291 0.049 0.347 0.241
H 6.6359 11.2497 6.0188 0.246 0.018 -0.396 0.227
H 6.6521 13.1201 10.0755 0.145 -0.187 0.020 0.247
H 6.2830 13.0829 11.8041 -0.256 -0.208 -0.108 0.264
H 4.9682 13.1163 10.5683 0.334 -0.340 0.273 0.276
O 9.8256 9.0350 11.6126 0.446 -0.748 0.218 -1.130
S 9.4699 7.5411 11.5582 -1.133 0.137 0.316 1.261
C 8.3695 7.3814 10.0709 -1.032 -0.465 1.806 -0.585
C 9.2798 7.2320 8.8559 -0.093 0.758 -0.205 -0.440
C 10.7657 7.2579 9.3108 -0.693 0.241 -1.081 -0.420
C 10.7970 6.7577 10.7223 1.670 0.373 0.776 -0.621
H 7.7366 8.2753 10.2243 0.417 -0.074 -0.691 0.247
H 7.6156 6.5508 10.2775 1.280 0.692 -0.345 0.258
H 9.0517 8.0511 8.1411 0.283 -0.675 0.256 0.261
H 9.1044 6.2611 8.4096 -0.272 -0.019 -0.276 0.228
H 11.1969 8.2459 9.1447 -0.011 -0.005 0.459 0.237
H 11.2968 6.5823 8.6671 0.495 -0.281 -0.265 0.241
H 11.7653 6.9423 11.2745 -1.092 -0.154 -0.513 0.273
H 10.5568 5.7037 10.8152 0.014 -0.349 -0.127 0.248

---

45
Properties=species:S:1:pos:R:3:forces:R:3:nbo_charge:R:1 method="wB97M-V/def2-TZVPD" homo_lumo_gap_ha=0.2808 multiplicity=1 e_homo_ev=-8.62
N -0.7780 2.5586 0.8178 -0.440 -1.632 0.278 -0.790
C -0.5776 1.2229 0.3401 0.528 -2.078 -0.322 0.260
C -0.1105 0.1814 1.2824 -0.186 -0.366 -1.663 -0.251
C 0.1335 -1.1704 0.8405 -0.423 0.829 -1.758 -0.064
C -0.1284 -1.5565 -0.5687 0.065 1.181 0.395 -0.228
C -0.5989 -0.5292 -1.5528 0.444 -0.667 2.623 0.351
N -0.7978 -0.9038 -2.9057 0.156 0.297 0.991 -0.854
C -0.7943 0.8625 -1.0791 -0.418 -1.237 0.614 -0.569
P -1.3211 2.2020 -2.2579 1.744 2.111 -0.224 2.271
O -0.6906 3.5083 -1.8876 -0.961 -1.322 -0.117 -1.095
O -0.7036 1.8193 -3.7721 -1.145 -0.367 2.134 -0.953
O -2.9700 2.3562 -2.2984 1.923 -0.618 -0.708 -0.962
C 0.1296 -3.0843 -0.9296 0.475 0.964 0.794 0.545
O -0.5694 -3.7578 -1.6569 0.624 0.692 0.212 -0.528
C 1.3772 -3.6936 -0.2035 -0.802 1.091 0.449 -0.248
C 1.6219 -3.3227 1.0790 -0.124 0.091 -1.128 -0.260
C 0.6774 -2.2937 1.7900 0.291 0.035 -1.211 0.552
O 0.3785 -2.3866 2.9514 0.244 0.146 -0.348 -0.499
H -0.5031 2.6227 1.8034 -0.001 -0.131 -0.471 0.383
H -1.7848 2.7382 0.7830 0.424 0.482 -0.290 0.384
H 0.0670 0.4657 2.3407 -0.046 -0.332 -0.898 0.258
H -1.7750 -0.8603 -3.1954 0.385 0.058 -0.088 0.408
H -0.3536 -1.7896 -3.1333 -0.530 0.146 0.169 0.392
H 0.1754 1.4465 -3.5503 -0.478 0.091 -0.494 0.503
H -3.1367 3.1937 -2.7791 0.009 -0.383 0.347 0.513
H 2.0182 -4.3936 -0.7809 -0.687 0.431 0.573 0.238
H 2.5279 -3.7521 1.5594 -1.014 0.483 0.165 0.237
C 3.2303 -0.4463 3.7554 -0.219 -0.046 0.146 -0.247
O 1.8962 0.0211 3.8986 -0.021 0.122 0.076 -0.730
H 3.7255 0.1457 2.9873 -0.116 0.034 0.032 0.191
H 3.7680 -0.3336 4.7002 0.180 -0.076 -0.092 0.166
H 3.2258 -1.4980 3.4545 0.188 -0.027 -0.002 0.156
H 1.4768 -0.5154 4.5810 -0.042 0.042 -0.167 0.470
C -3.9137 -2.8188 -2.1992 -0.353 0.153 0.049 -0.252
O -4.4491 -1.5687 -2.6253 0.106 0.123 -0.067 -0.734
H -2.8960 -2.9070 -2.5741 -0.071 -0.004 0.027 0.190
H -3.8970 -2.8586 -1.1073 0.120 -0.214 -0.008 0.165
H -4.5278 -3.6296 -2.5990 0.186 -0.181 0.099 0.164
H -5.3462 -1.5074 -2.2808 0.124 0.104 -0.083 0.466
C 2.8875 4.6507 1.3184 -0.218 -0.144 -0.224 -0.244
O 2.4364 3.3119 1.1671 -0.015 -0.115 -0.020 -0.735
H 3.5520 4.6991 2.1799 -0.044 -0.091 -0.031 0.177
H 3.4330 4.9633 0.4243 0.045 0.192 0.090 0.163
H 2.0348 5.3147 1.4829 0.125 0.165 0.015 0.163
H 1.8500 3.2934 0.3998 -0.027 -0.032 0.137 0.477